[1]
The molecule C4H9NO2, computed with ωB97M-V/def2-TZVPD.

Each line ends with the Mulliken charge.
Atoms and positions in Å:
C: 2.19 -0.15 -1.05  -0.955
N: 0.79 -0.12 -0.65  -0.233
C: 0.53 -0.09 0.76  -0.563
O: -0.41 0.93 1.13  -0.398
C: -1.58 0.92 0.34  -0.473
C: -2.33 -0.39 0.51  0.098
O: -2.47 -1.19 -0.38  -0.469
H: 2.74 -1.06 -0.75  0.307
H: 2.25 -0.07 -2.14  0.305
H: 2.70 0.71 -0.62  0.346
H: 0.25 -0.84 -1.12  0.249
H: 1.44 0.17 1.31  0.386
H: 0.16 -1.05 1.14  0.355
H: -2.19 1.75 0.72  0.325
H: -1.36 1.07 -0.72  0.351
H: -2.72 -0.59 1.53  0.368

Output
**HOMO-LUMO gap**: 0.3725 Ha
**HOMO**: -9.193 eV
**F_max**: 0.6 eV Å⁻¹
**Total charge**: 0
**Energy above the lowest of the compared OMol25 structures with the same formula, charge and spin**: 227.9 kJ/mol
**SMILES string**: CNCOCC=O

[2]
A cluster of 2 separate species, C5H7N in total in a non-equilibrium geometry, computed with ωB97M-V/def2-TZVPD.

Each line ends with the Mulliken charge.
Atoms and positions in Å:
C: 1.11 -1.22 -1.72  -1.056
C: 0.74 -0.36 -2.59  0.646
N: 0.52 0.59 -3.37  -0.507
H: 1.56 -0.72 -0.87  0.325
H: 1.14 -2.28 -1.92  0.302
H: -0.38 1.06 -3.56  0.274
C: -0.52 -1.04 1.22  0.074
C: -0.63 0.02 1.73  -0.177
C: -0.73 1.26 2.47  -1.129
H: -0.34 -1.87 0.53  0.390
H: -0.07 1.13 3.38  0.262
H: -1.72 1.36 2.90  0.300
H: -0.69 2.07 1.78  0.295

Output
**HOMO-LUMO gap**: 0.3629 Ha
**HOMO**: -9.009 eV
**F_max**: 5.3 eV Å⁻¹
**Total charge**: 0
**Energy above the lowest of the compared OMol25 structures with the same formula, charge and spin**: 378.9 kJ/mol
**SMILES string**: C=C=N.C#CC